--- 1 ---
C4H12NO2 | ωB97M-V/def2-TZVPD

Calculated values
Multiplicity: 1
Net charge: -1
HOMO energy (Ha): -0.095

Each line ends with the natural charge from an NBO analysis.
Geometry (Å):
C 1.935 -0.153 1.088  -0.69
C 1.203 -0.841 -0.066  -0.22
N -0.080 -1.455 0.276  -0.67
C -1.257 -0.767 -0.300  -0.25
C -1.586 0.616 0.379  -0.02
O -1.198 0.734 1.647  -0.96
H 2.190 -0.850 1.874  0.19
H 2.573 0.637 0.751  0.20
H 1.110 0.336 1.690  0.27
H 1.866 -1.705 -0.311  0.16
H 1.011 -0.129 -0.864  0.20
H -0.299 -1.496 1.269  0.37
H -1.025 -0.522 -1.338  0.14
H -2.092 -1.447 -0.258  0.17
H -2.749 0.621 0.296  0.06
H -1.179 1.470 -0.212  0.05
H -0.688 1.188 -2.323  0.48
H 0.175 2.035 -1.344  0.48
O 0.087 1.731 -2.253  -0.96

---

--- 2 ---
C4H12NO2 | ωB97M-V/def2-TZVPD

Calculated values
Multiplicity: 1
Net charge: -1
HOMO energy (Ha): -0.116

Each line ends with the natural charge from an NBO analysis.
Geometry (Å):
C 2.892 0.395 -0.980  -0.43
N 1.693 0.924 -0.362  -0.65
C 0.727 -0.543 -0.119  -0.30
C 0.204 -0.614 1.304  -0.45
C -1.326 -0.350 1.544  -0.01
O -2.125 -0.851 0.571  -0.97
H 3.541 1.238 -1.256  0.18
H 3.508 -0.208 -0.298  0.16
H 2.759 -0.167 -1.907  0.16
H 0.903 0.570 -0.864  0.36
H -0.039 -0.804 -0.873  0.25
H 1.438 -1.365 -0.293  0.18
H 0.794 0.075 1.905  0.20
H 0.451 -1.596 1.690  0.18
H -1.407 0.766 1.648  0.08
H -1.478 -0.819 2.531  0.09
H -2.311 0.265 -0.853  0.52
H -1.297 1.309 -1.215  0.45
O -2.022 0.838 -1.621  -1.01

---

The structure with the most favorable energy is 1; the runner-up is 1.804 eV above it.

---

--- 1 ---
C4H12NO2 | ωB97M-V/def2-TZVPD

Calculated values
Multiplicity: 1
Net charge: -1
HOMO energy (Ha): -0.094

Each line ends with the natural charge from an NBO analysis.
Geometry (Å):
C 2.164 1.313 0.671  -0.61
C 1.130 0.242 0.289  -0.04
C 1.825 -0.912 -0.471  -0.63
N 0.055 0.930 -0.431  -0.72
C 0.017 0.845 -1.996  0.14
O -0.038 -0.345 -2.506  -0.93
H 2.399 1.947 -0.189  0.20
H 3.088 0.896 1.092  0.17
H 1.767 1.963 1.452  0.19
H 0.750 -0.190 1.217  0.15
H 2.852 -1.053 -0.084  0.16
H 1.944 -0.649 -1.510  0.25
H 1.263 -1.846 -0.361  0.20
H -0.823 0.426 -0.246  0.33
H 0.908 1.438 -2.302  0.05
H -0.880 1.489 -2.138  0.07
H -6.640 -2.229 1.918  0.47
H -5.410 -2.199 2.764  0.47
O -6.372 -2.067 2.831  -0.94

---

--- 2 ---
C4H12NO2 | ωB97M-V/def2-TZVPD

Calculated values
Multiplicity: 1
Net charge: -1
HOMO energy (Ha): -0.125

Each line ends with the natural charge from an NBO analysis.
Geometry (Å):
C 0.529 -0.845 -1.407  -0.45
N 1.149 -0.085 -0.184  -0.69
C -0.240 -1.597 1.361  -0.65
C 0.113 -0.114 0.924  -0.09
C -1.124 0.673 0.472  0.03
O -1.055 1.902 0.334  -0.82
H -0.311 -0.294 -1.917  0.18
H 1.388 -0.846 -2.015  0.19
H 0.334 -1.869 -1.152  0.18
H 1.381 0.933 -0.289  0.43
H -0.880 -1.932 0.455  0.20
H -0.535 -1.565 2.375  0.21
H 0.500 -2.412 1.285  0.20
H 0.630 0.522 1.716  0.18
H -1.869 0.441 1.378  0.06
H -1.569 0.098 -0.453  0.07
H 0.042 2.283 -0.092  0.49
H 0.559 2.254 -1.821  0.43
O 0.959 2.454 -0.971  -1.14

---

--- 3 ---
C4H12NO2 | ωB97M-V/def2-TZVPD

Calculated values
Multiplicity: 1
Net charge: -1
HOMO energy (Ha): -0.101

Each line ends with the natural charge from an NBO analysis.
Geometry (Å):
C -0.904 -2.679 0.812  -0.41
N -1.737 -2.391 -0.326  -0.71
C -1.600 -0.889 -0.636  0.13
O -0.327 -0.428 -0.632  -0.97
H 0.117 -2.315 0.738  0.19
H -0.847 -3.757 0.986  0.16
H -1.342 -2.232 1.738  0.16
H -1.495 -2.868 -1.220  0.33
H -2.251 -0.455 0.161  0.06
H -2.133 -0.740 -1.620  0.07
C 0.928 1.916 0.036  -0.05
O 1.438 3.276 0.099  -0.77
C 2.051 1.054 0.503  -0.62
H 0.180 1.750 0.853  0.16
H 0.473 1.759 -0.970  0.20
H 0.799 3.847 -0.331  0.45
H 2.166 1.269 1.542  0.18
H 1.801 0.032 0.442  0.25
H 2.956 1.253 -0.058  0.18

---

The structure with the most favorable energy is 1; the runner-up is 0.357 eV above it.